A cluster of 10 separate species, C22H64N8O10 in total in a non-equilibrium geometry. Source: the Open Molecules 2025 dataset; level of theory: ωB97M-V/def2-TZVPD.

The geometry in XYZ format:
```
104
C22H64N8O10 (ωB97M-V/def2-TZVPD)
C -5.66808 1.94012 20.06829
O -5.11673 -15.28810 20.87709
C -11.00979 -11.61727 26.15980
N 0.22600 -10.23254 12.15185
C -11.51038 -3.10523 12.19147
H -5.03179 -4.14209 25.77627
H -3.33917 -6.71630 18.28308
C -0.02941 -8.95040 12.27780
H -3.06090 -5.57755 15.92127
H -3.83223 -12.52060 19.89305
H -5.63145 -14.05664 19.37975
H 3.75723 0.16377 19.97946
H -10.91423 -12.36465 26.94743
O -5.34546 -5.39216 23.62317
O 0.28693 -1.77852 12.18833
N -4.35563 -4.84617 25.51708
C -9.53904 -11.33549 25.64540
H -3.60039 -14.68896 18.17047
C -4.22980 -6.45465 17.71176
C -3.90120 -13.41086 20.51819
N -3.30277 -6.10614 24.17082
H -2.47273 -0.26387 11.53228
H 1.75926 -8.66055 11.49020
H 2.99507 -1.37877 19.12819
C -6.91321 2.23353 17.87337
C -7.29871 -10.66206 12.22314
H -5.20431 -3.84043 15.67278
H -3.94617 2.70189 18.44890
H -2.85488 -13.62336 20.73764
O -7.29003 -10.71117 13.43204
H -13.16788 -4.07681 12.97338
O -4.73982 3.06744 18.05130
N 2.98014 0.80689 19.92831
H 0.20455 -0.07184 10.18021
C -1.50045 -0.36467 12.01460
N -6.42209 -10.19557 11.35583
H -0.03844 -1.75160 13.09110
H -9.98612 -11.46665 23.57698
H -6.82860 2.50257 16.82048
H -11.64039 -12.01918 25.36678
H -3.21951 -6.54546 23.26519
C -5.55741 1.99577 18.49425
H -7.63299 1.43511 18.05373
C -0.75519 -1.54553 11.34263
H -1.56927 -0.46176 13.09809
H -10.69005 -2.54135 12.63558
C -4.26688 -5.02860 17.26686
H -1.33611 -2.46727 11.31062
H -0.88350 -0.98143 9.15394
O -3.04098 -4.91674 16.61735
H 1.17442 -10.52900 11.97098
H -8.50690 -10.81247 10.56590
H 1.32707 -1.51373 18.75598
H -5.16326 1.05664 18.10593
H 0.82993 -7.16852 11.70123
C -9.68036 -10.66782 24.25262
C 1.90620 0.33187 19.33836
H -5.74311 -9.56031 11.75018
N 0.91376 -8.17379 11.75151
N -8.37271 -10.85296 11.56612
H -12.48374 -3.01604 14.21454
H -3.37586 -16.08219 19.31864
C -4.38304 -5.40043 24.40471
H -7.31723 3.10525 18.38811
C -4.78085 -14.45904 19.92987
H -5.03198 -6.69338 18.41004
H -13.38966 -2.27140 13.01174
O -1.07908 -8.52112 12.79171
H -6.25940 2.77917 20.43493
H -6.86725 -10.15730 10.45004
H -5.63225 -14.81642 21.53539
H -8.78384 -10.25697 23.78833
H 3.08549 1.80945 19.99061
O -11.79371 -2.41719 11.02762
O -8.97136 -12.67042 25.55201
H -8.97529 -12.96408 26.46599
H -10.68298 -5.13791 12.73490
H -10.20514 -4.60443 11.17083
H -4.28958 -7.17991 16.90026
H -11.68477 -5.30630 11.42209
N 2.08089 -0.94945 19.12129
C -12.70345 -3.10679 13.15078
H -1.05429 0.59498 11.75362
H -2.62497 -6.19240 24.91464
H -5.45235 -5.55333 15.51869
H -11.53740 -10.81806 26.68037
C -4.05804 -15.32863 18.92512
H -3.66070 -5.02234 26.22851
O 0.91318 0.92429 19.12631
H -4.40746 -4.40457 18.14943
H -8.99986 -10.64032 26.28894
H 0.63590 -1.74191 9.77778
H -11.10799 -2.75333 10.44592
C -11.03298 -4.56141 11.87859
H -4.70515 1.94516 20.57903
H -6.33495 -4.69769 16.76031
H -10.41920 -9.87105 24.33850
C -0.19403 -1.06905 9.99362
C -5.37298 -4.74930 16.25036
H -4.84653 -15.83709 18.37027
H -9.19702 -10.92313 12.14552
H -6.28252 1.07906 20.33125
H -4.24965 -13.09555 21.50169
H -0.53993 -10.82943 12.42963
```

HOMO   -9.6 eV
Multiplicity   1
Charge   0
E_LUMO   0.4 eV
Frontier orbital gap   9.99 eV
Energy above the lowest of the compared OMol25 structures with the same formula, charge and spin   565.2 kJ/mol
Structure (SMILES)   NC(N)=O.NC(N)=O.NC(N)=O.NC(N)=O.CC(C)O.CC(C)O.CC(C)O.CC(C)O.CC(C)O.CC(C)O


A cluster of 2 separate species, C2H10N2O in total in a non-equilibrium geometry. Source: the Open Molecules 2025 dataset; level of theory: ωB97M-V/def2-TZVPD.

The geometry in XYZ format:
```
15
C2H10N2O (ωB97M-V/def2-TZVPD)
N -0.39148 0.81528 0.65589
N 1.68909 0.33853 -0.51548
H 0.02894 1.67337 1.06022
H -2.16084 1.89478 0.05029
O -0.29223 -2.93414 0.48231
H -1.73711 0.27634 -0.77751
C -1.32406 1.26526 -0.42237
H 0.77565 -0.72814 1.33350
H 1.47418 0.78056 -1.40957
H 0.63689 -3.24242 0.73238
H 2.24519 0.96644 -0.27725
H -0.07823 -0.79634 -0.53465
H -1.03050 1.83096 -1.31158
C 0.48836 -0.20791 0.24194
H -0.32388 -1.93257 0.69188
```

HOMO (alpha / beta)   1.3 / -4.8 eV
Multiplicity   2
Charge   -1
E_LUMO (alpha / beta)   4.2 / 4.3 eV
Frontier orbital gap (alpha / beta)   2.91 / 9.10 eV
Energy above the lowest of the compared OMol25 structures with the same formula, charge and spin   250.9 kJ/mol


An isolated molecule of C18H13F2N3OS in a non-equilibrium geometry. Source: the Open Molecules 2025 dataset; level of theory: ωB97M-V/def2-TZVPD.

The geometry in XYZ format:
```
38
C18H13F2N3OS (ωB97M-V/def2-TZVPD)
H 2.27271 3.02693 6.41719
S -2.18397 0.75020 0.32989
C -0.09119 1.45129 4.55679
H 0.13082 4.45587 2.99897
H 2.63371 -0.17496 0.73795
H 0.48065 -3.83941 -6.22135
H -2.35336 1.90630 3.13607
H 1.85994 4.77462 4.76885
C -1.02844 1.40935 1.47223
C -0.92916 -0.13429 -0.56354
C -0.27174 -2.13826 -3.51107
N -1.12831 -0.81694 -1.67167
C -1.30251 -3.22254 -5.13343
H -0.66091 0.53388 4.50278
C -0.04097 -1.32868 -2.29008
C 0.31682 3.68254 3.72606
H -1.71860 3.27389 2.21669
H 3.22485 -1.03579 -0.65805
C 0.67711 -2.69340 -4.29642
F -2.53246 -5.11152 -6.07127
O -1.50203 -2.49955 -3.98034
F -1.90970 -3.43412 -7.40769
H 1.74556 -2.63054 -4.11450
C 1.29631 3.86987 4.71686
C 0.31266 0.07657 -0.01155
N 2.61520 -0.31696 -0.28483
H 1.09582 1.19084 1.79372
C -1.44022 2.29662 2.63400
C -0.35916 2.45139 3.63147
H -3.28502 -3.24119 -5.96846
C 0.24426 0.92469 1.17477
H 1.12706 0.83630 6.26772
C -2.32835 -3.73678 -6.16406
N 1.21796 -1.15224 -1.82719
C 0.87024 1.60103 5.54611
C 1.53790 2.84297 5.63859
C 1.36760 -0.45592 -0.75338
C 0.03893 -3.39204 -5.33781
```

HOMO   -8.1 eV
Multiplicity   1
Charge   0
E_LUMO   0.1 eV
Frontier orbital gap   8.13 eV
Energy above the lowest of the compared OMol25 structures with the same formula, charge and spin   6.4 kJ/mol
Structure (SMILES)   Nc1nc(-c2ccc(C(F)F)o2)nc2sc(Cc3ccccc3)cc12


A cluster of 3 separate species, C4H12O5 in total in a non-equilibrium geometry. Source: the Open Molecules 2025 dataset; level of theory: ωB97M-V/def2-TZVPD.

The geometry in XYZ format:
```
21
C4H12O5 (ωB97M-V/def2-TZVPD)
H 0.10193 -2.26079 -0.77072
H -0.88648 -0.00721 -0.87684
H 1.33502 -3.38435 -0.14582
O 3.07160 0.79971 -0.56130
H 2.56117 -1.33875 0.36015
H 1.21869 0.76690 -2.00884
O 1.57036 -1.37534 0.30164
H -2.91385 -0.34783 1.03986
H -3.03975 1.88807 -0.00523
C -1.99572 0.14204 0.70709
O 0.89459 0.97344 -1.12127
C -2.20209 1.65444 0.64796
O 1.53446 1.31553 0.97410
H -1.31755 2.15338 0.25083
C 1.17070 -2.39715 -0.58660
O -1.70284 -0.41415 -0.55310
H -2.41062 2.04592 1.64094
H 0.57234 1.23826 1.06175
H 1.70854 -2.34128 -1.53755
H -1.19977 -0.10810 1.42716
C 1.92923 0.99726 -0.24418
```

HOMO   -10.4 eV
Multiplicity   1
Charge   0
E_LUMO   0.5 eV
Frontier orbital gap   10.91 eV
Energy above the lowest of the compared OMol25 structures with the same formula, charge and spin   58.3 kJ/mol
Structure (SMILES)   O=C(O)O.CCO.CO


no.,energy (Ha)
1,-2066.98573
2,-266.79671
3,-1531.15398
4,-535.80619